Arrangement i

Molecular formula: C36H93N3O12
Method: DFT, ωB97M-V/def2-TZVPD

The structure (SMILES) is COCCNCCOC.COCCNCCOC.COCCNCCOC.CC(C)O.CC(C)O.CC(C)O.CC(C)O.CC(C)O.CC(C)O. For the frontier orbital gap, the calculation gives 8.984 eV. Its HOMO energy is -0.315 Eh.

```
! RIJCOSX wB97M-V def2-TZVPD def2/J DEFGRID3
* xyz 0 1
C 0.435 -0.409 2.547
O 0.884 0.926 2.467
C 2.264 1.051 2.744
C 2.600 2.379 3.397
N 1.773 2.528 4.578
C 2.285 3.593 5.442
C 1.361 4.090 6.547
O 0.705 5.305 6.194
C -0.167 5.220 5.086
H 0.632 -0.841 3.538
H 1.085 -1.054 1.945
H -0.621 -0.549 2.342
H 2.866 0.862 1.846
H 2.561 0.252 3.436
H 2.475 3.160 2.634
H 3.663 2.360 3.639
H 0.826 2.832 4.368
H 2.738 4.502 5.019
H 3.148 3.168 5.981
H 1.914 4.374 7.441
H 0.635 3.303 6.801
H -0.577 6.207 4.869
H -1.013 4.581 5.356
H 0.328 4.889 4.172
C 1.041 -5.406 -2.524
O 0.076 -4.933 -3.446
C -0.340 -6.015 -4.275
C -1.234 -5.468 -5.393
N -2.283 -4.616 -4.788
C -2.953 -3.810 -5.786
C -4.330 -3.276 -5.373
O -4.307 -1.909 -5.007
C -5.438 -1.468 -4.283
H 1.382 -4.559 -1.935
H 1.852 -5.988 -2.971
H 0.646 -6.113 -1.781
H -0.820 -6.878 -3.806
H 0.585 -6.338 -4.769
H -1.704 -6.259 -5.972
H -0.598 -4.770 -5.955
H -1.788 -4.033 -4.122
H -3.274 -4.473 -6.598
H -2.393 -2.992 -6.258
H -4.481 -3.808 -4.420
H -5.127 -3.575 -6.056
H -5.863 -2.291 -3.696
H -6.244 -1.139 -4.944
H -5.033 -0.718 -3.609
C 1.785 2.532 -1.873
O 2.792 3.023 -1.029
C 2.916 4.430 -0.942
C 4.263 4.765 -0.317
N 4.197 4.832 1.155
C 5.399 5.435 1.747
C 5.233 5.449 3.264
O 5.424 4.177 3.842
C 6.784 3.844 3.976
H 1.948 3.021 -2.843
H 0.800 2.722 -1.435
H 1.881 1.461 -2.037
H 2.002 4.869 -0.539
H 3.006 4.772 -1.985
H 4.798 5.613 -0.737
H 4.867 3.868 -0.505
H 4.279 3.875 1.501
H 5.413 6.435 1.303
H 6.313 4.863 1.531
H 4.197 5.770 3.411
H 5.824 6.206 3.794
H 6.937 2.970 4.608
H 7.307 4.649 4.513
H 7.299 3.708 3.022
C -0.032 0.139 -6.294
C 0.093 -0.991 -5.245
C 1.318 -0.897 -4.355
O -1.078 -0.996 -4.451
H -0.010 1.087 -5.751
H -1.009 0.063 -6.778
H 0.712 0.132 -7.089
H 0.178 -1.937 -5.786
H 1.235 -1.839 -3.799
H 1.369 -0.034 -3.700
H 2.240 -0.993 -4.931
H -1.610 -0.206 -4.566
C -6.846 -1.930 1.494
C -6.401 -1.972 0.034
C -6.279 -0.565 -0.570
O -5.086 -2.556 -0.013
H -6.733 -2.789 2.151
H -7.912 -1.671 1.459
H -6.359 -1.112 2.034
H -7.086 -2.594 -0.539
H -5.270 -0.150 -0.650
H -6.754 0.235 0.004
H -6.682 -0.619 -1.583
H -4.387 -1.905 -0.107
C -0.283 3.875 1.024
C -1.482 3.505 1.945
C -2.645 2.949 1.091
O -1.049 2.767 3.051
H -0.599 4.052 -0.006
H 0.506 3.120 0.974
H 0.207 4.756 1.445
H -1.850 4.479 2.273
H -2.895 3.658 0.303
H -3.535 2.755 1.692
H -2.374 2.003 0.613
H -0.608 1.961 2.709
C -0.338 -0.305 -0.863
C -1.042 -1.648 -1.027
C -0.422 -2.772 -0.226
O -2.420 -1.442 -0.652
H -0.312 -0.023 0.191
H -0.942 0.492 -1.304
H 0.677 -0.261 -1.259
H -1.091 -2.035 -2.050
H -0.582 -2.527 0.829
H 0.565 -3.124 -0.510
H -1.000 -3.703 -0.290
H -2.811 -1.099 -1.462
C -2.584 -3.556 2.682
C -3.928 -4.233 2.920
C -4.302 -5.329 1.935
O -4.051 -4.688 4.268
H -2.313 -2.811 3.432
H -2.689 -3.045 1.720
H -1.685 -4.178 2.590
H -4.639 -3.415 2.791
H -5.383 -5.410 1.877
H -3.820 -6.273 2.205
H -3.865 -5.154 0.948
H -3.239 -5.136 4.522
C 5.470 -1.146 1.039
C 4.962 -0.772 -0.306
C 3.456 -0.955 -0.485
O 5.307 0.635 -0.476
H 6.544 -1.022 1.184
H 5.231 -2.199 1.225
H 5.058 -0.529 1.842
H 5.538 -1.318 -1.063
H 3.234 -2.022 -0.537
H 3.012 -0.409 -1.314
H 3.008 -0.577 0.438
H 4.557 1.024 -0.942
*
```

---

Arrangement ii

Molecular formula: C36H93N3O12
Method: DFT, ωB97M-V/def2-TZVPD

For the frontier orbital gap, the calculation gives 7.277 eV. Its HOMO energy is -0.268 Eh.

```
! RIJCOSX wB97M-V def2-TZVPD def2/J DEFGRID3
* xyz 0 1
C 5.927 -2.781 0.402
C 5.630 -1.255 0.722
C 5.634 -0.424 -0.575
C 4.332 -0.467 -1.480
C 3.216 -0.138 -0.604
C 3.095 -0.892 0.787
N 4.375 -1.039 1.466
O 4.361 -1.614 2.668
C 2.225 0.036 1.734
C 2.357 -2.284 0.639
C 6.819 -0.789 1.678
H 6.742 -2.994 -0.289
H 5.041 -3.151 -0.115
H 6.070 -3.329 1.333
H 5.685 0.647 -0.381
H 6.537 -0.549 -1.173
H 4.210 -1.439 -1.959
H 4.548 0.207 -2.308
H 2.296 -0.453 -1.098
H 3.111 0.940 -0.476
H 2.507 1.086 1.805
H 1.185 0.047 1.407
H 2.259 -0.317 2.764
H 3.045 -3.121 0.515
H 1.777 -2.481 1.540
H 1.720 -2.328 -0.244
H 7.700 -0.321 1.239
H 7.203 -1.611 2.282
H 6.497 -0.019 2.379
H 4.355 -0.874 3.280
C 0.839 0.914 -0.506
C -0.347 0.384 0.346
C -0.126 0.857 1.826
C -1.300 0.960 2.816
C -2.589 1.512 2.113
C -2.928 1.001 0.616
N -1.596 0.872 -0.264
O -1.760 0.381 -1.560
C -3.624 -0.329 0.767
C -3.923 2.056 0.094
C -0.228 -1.189 0.360
H 0.930 0.463 -1.494
H 1.785 0.699 -0.009
H 0.736 1.992 -0.634
H 0.611 0.173 2.248
H 0.420 1.795 1.923
H -1.034 1.584 3.669
H -1.606 -0.025 3.168
H -2.388 2.583 2.145
H -3.427 1.294 2.775
H -3.924 -0.714 -0.208
H -2.972 -1.120 1.136
H -4.491 -0.248 1.422
H -4.412 1.648 -0.790
H -4.679 2.330 0.830
H -3.496 2.989 -0.272
H -0.578 -1.681 -0.547
H -0.733 -1.616 1.227
H 0.790 -1.572 0.443
H -1.917 -0.530 -1.302
C 2.090 0.171 -2.263
C 1.322 -1.212 -2.622
C -0.134 -0.791 -2.897
C -0.959 -1.939 -3.658
C -0.197 -2.535 -4.830
C 1.316 -2.813 -4.674
N 1.900 -1.768 -3.832
O 3.308 -2.054 -3.584
C 1.606 -4.248 -4.067
C 2.016 -2.706 -6.103
C 1.407 -2.238 -1.431
H 3.156 -0.012 -2.124
H 1.652 0.665 -1.395
H 2.081 0.782 -3.165
H -0.738 -0.499 -2.038
H -0.085 0.074 -3.559
H -1.936 -1.523 -3.906
H -1.068 -2.778 -2.971
H -0.311 -1.939 -5.735
H -0.668 -3.491 -5.058
H 1.839 -4.120 -3.010
H 0.792 -4.967 -4.160
H 2.365 -4.711 -4.697
H 3.087 -2.898 -6.165
H 1.477 -3.338 -6.809
H 1.907 -1.705 -6.520
H 2.392 -2.703 -1.391
H 0.630 -2.995 -1.324
H 1.282 -1.704 -0.489
H 3.769 -1.366 -4.069
C -4.084 1.311 4.236
O -3.480 2.301 4.982
H -4.728 1.789 3.497
H -3.279 0.776 3.732
H -4.645 0.614 4.859
H -3.002 2.992 4.518
C -0.350 -1.977 3.393
O -1.633 -1.665 3.899
H -0.561 -2.664 2.573
H 0.047 -1.119 2.849
H 0.341 -2.350 4.149
H -1.563 -0.798 4.304
C -0.836 4.877 0.575
O 0.019 3.782 0.191
H -1.350 5.187 -0.334
H -1.652 4.427 1.140
H -0.444 5.772 1.058
H -0.406 3.303 -0.524
C 1.384 2.132 3.836
O 0.985 1.083 4.635
H 0.605 2.887 3.735
H 2.346 2.523 4.167
H 1.616 1.696 2.864
H 1.805 0.725 4.984
C -0.550 2.728 -2.135
O -1.376 3.063 -1.048
H 0.436 3.114 -1.876
H -0.528 1.668 -2.387
H -0.897 3.092 -3.102
H -1.727 2.245 -0.687
C -3.131 3.855 3.070
O -2.142 3.480 4.086
H -2.693 4.267 2.162
H -3.859 3.058 2.918
H -3.830 4.587 3.474
H -1.478 4.161 4.213
C -5.773 -1.066 0.756
O -5.144 -1.190 -0.472
H -6.757 -1.535 0.767
H -5.191 -1.633 1.482
H -5.782 -0.053 1.158
H -5.602 -0.657 -1.127
C -3.442 3.759 -2.245
O -2.559 4.694 -1.659
H -3.670 2.962 -1.536
H -4.427 4.122 -2.540
H -2.836 3.349 -3.053
H -1.928 4.153 -1.179
C -3.119 -3.352 -0.678
O -3.879 -2.498 0.151
H -3.417 -3.048 -1.682
H -2.067 -3.129 -0.855
H -3.289 -4.428 -0.690
H -4.272 -1.766 -0.331
*
```

---

Compare the structures above. Which one is the least stable? arrangement ii is.